# 1
The following is a DFT calculation (ωB97M-V/def2-TZVPD) of a cluster of 3 separate species, C21H48Cl2F2N2O6P2 in total in a non-equilibrium geometry.

Bonds (Å) are listed after each position.
Element x y z (Å)
1 C 1.092 -0.526 -1.418  C2 1.562, H18 1.104, H19 1.107, H20 1.102
2 C 0.380 0.349 -2.499  C1 1.562, C3 1.575, H21 1.109, H22 1.104
3 C -0.277 -0.490 -3.658  C2 1.575, C4 1.561, P5 1.862, H23 1.109
4 C -1.529 -1.195 -3.048  C3 1.561, H24 1.099, H25 1.096, H26 1.104
5 P 0.934 -1.586 -4.554  C3 1.862, F6 1.740, C7 1.874, C11 1.910, P15 2.245
6 F 2.239 -0.485 -4.222  P5 1.740
7 C 1.230 -1.198 -6.364  P5 1.874, C8 1.568, H27 1.104, H28 1.105
8 C 1.152 0.340 -6.653  C7 1.568, C9 1.567, H29 1.101, H30 1.096
9 C 1.308 0.553 -8.198  C8 1.567, Cl10 1.821, H31 1.102, H32 1.097
10 Cl 1.735 2.307 -8.440  C9 1.821
11 C 2.019 -2.924 -3.731  P5 1.910, C12 1.540, H33 1.095, H34 1.104
12 C 3.494 -2.480 -3.751  C11 1.540, O13 1.139, F14 1.363
13 O 4.088 -2.181 -2.827  C12 1.139
14 F 4.053 -2.513 -4.994  C12 1.363
15 P -0.588 -3.166 -5.029  P5 2.245, O16 1.696, Cl17 2.112
16 O -0.047 -4.060 -6.365  P15 1.696, H35 0.970
17 Cl -0.624 -4.636 -3.513  P15 2.112
18 H 0.958 -0.038 -0.437  C1 1.104
19 H 0.612 -1.522 -1.385  C1 1.107
20 H 2.161 -0.652 -1.659  C1 1.102
21 H -0.432 0.887 -1.970  C2 1.109
22 H 1.030 1.148 -2.897  C2 1.104
23 H -0.658 0.271 -4.370  C3 1.109
24 H -1.300 -2.081 -2.440  C4 1.099
25 H -1.968 -0.477 -2.347  C4 1.096
26 H -2.332 -1.389 -3.780  C4 1.104
27 H 0.480 -1.660 -7.028  C7 1.104
28 H 2.223 -1.591 -6.644  C7 1.105
29 H 0.142 0.676 -6.369  C8 1.101
30 H 1.969 0.902 -6.188  C8 1.096
31 H 2.185 -0.030 -8.522  C9 1.102
32 H 0.396 0.292 -8.749  C9 1.097
33 H 1.723 -3.135 -2.698  C11 1.095
34 H 1.966 -3.795 -4.408  C11 1.104
35 H -0.586 -3.702 -7.087  O16 0.970
36 C -1.994 -3.808 3.820  O37 1.417, H45 1.090, H46 1.094, H47 1.094
37 O -3.268 -3.306 3.453  C36 1.417, C38 1.425
38 C -3.617 -2.097 4.123  O37 1.425, C39 1.519, H48 1.094, H49 1.094
39 C -3.656 -0.936 3.144  C38 1.519, N40 1.460, H50 1.094, H51 1.097
40 N -2.314 -0.587 2.686  C39 1.460, C41 1.461, H52 1.012
41 C -2.294 0.351 1.566  N40 1.461, C42 1.529, H53 1.093, H54 1.096
42 C -2.900 -0.113 0.240  C41 1.529, O43 1.420, H55 1.096, H56 1.096
43 O -2.173 -1.157 -0.389  C42 1.420, C44 1.419
44 C -2.511 -2.464 0.048  O43 1.419, H57 1.092, H58 1.093, H59 1.092
45 H -1.879 -4.791 3.363  C36 1.090
46 H -1.192 -3.162 3.450  C36 1.094
47 H -1.910 -3.915 4.905  C36 1.094
48 H -2.948 -1.888 4.964  C38 1.094
49 H -4.623 -2.242 4.527  C38 1.094
50 H -4.107 -0.067 3.634  C39 1.094
51 H -4.301 -1.231 2.307  C39 1.097
52 H -1.833 -1.432 2.405  N40 1.012
53 H -1.244 0.595 1.383  C41 1.093
54 H -2.784 1.281 1.875  C41 1.096
55 H -2.852 0.737 -0.449  C42 1.096
56 H -3.961 -0.372 0.325  C42 1.096
57 H -3.562 -2.548 0.331  C44 1.092
58 H -1.870 -2.772 0.877  C44 1.093
59 H -2.324 -3.154 -0.778  C44 1.092
60 C 3.368 5.385 3.842  O61 1.417, H69 1.090, H70 1.094, H71 1.094
61 O 3.363 4.403 4.864  C60 1.417, C62 1.425
62 C 2.420 4.666 5.900  O61 1.425, C63 1.519, H72 1.094, H73 1.094
63 C 1.301 3.638 5.879  C62 1.519, N64 1.459, H74 1.094, H75 1.097
64 N 0.441 3.817 4.714  C63 1.459, C65 1.463, H76 1.012
65 C -0.502 2.720 4.498  N64 1.463, C66 1.530, H77 1.094, H78 1.095
66 C 0.071 1.338 4.178  C65 1.530, O67 1.422, H79 1.093, H80 1.096
67 O 0.720 1.263 2.915  C66 1.422, C68 1.418
68 C 2.082 1.659 2.914  O67 1.418, H81 1.093, H82 1.093, H83 1.091
69 H 4.203 5.170 3.176  C60 1.090
70 H 2.445 5.351 3.255  C60 1.094
71 H 3.503 6.387 4.259  C60 1.094
72 H 2.026 5.685 5.846  C62 1.094
73 H 2.960 4.569 6.846  C62 1.094
74 H 0.701 3.741 6.788  C63 1.094
75 H 1.766 2.644 5.885  C63 1.097
76 H 1.021 3.907 3.889  N64 1.012
77 H -1.137 3.017 3.659  C65 1.094
78 H -1.155 2.639 5.374  C65 1.095
79 H -0.772 0.647 4.115  C66 1.093
80 H 0.719 0.954 4.975  C66 1.096
81 H 2.580 1.430 3.859  C68 1.093
82 H 2.175 2.724 2.685  C68 1.093
83 H 2.590 1.111 2.118  C68 1.091

The structure (SMILES) is CC[C@H](C)P(F)(CCCCl)(CC(=O)F)P(O)Cl.COCCNCCOC.COCCNCCOC. The value obtained for the orbital gap is 0.3119 hartree.

# 2
The following is a DFT calculation (ωB97M-V/def2-TZVPD) of the molecule C7H8 in a non-equilibrium geometry.

Bonds (Å) are listed after each position.
Element x y z (Å)
1 C -0.914 1.538 -0.827  C2 1.507, H8 1.094, H9 1.096, H10 1.099
2 C -0.261 0.371 -0.132  C1 1.507, C3 1.514, C6 1.515, C7 1.470
3 C 0.997 -0.287 -0.658  C2 1.514, C4 1.468, C7 1.793, H11 1.092
4 C 0.733 -1.478 0.158  C3 1.468, C5 1.504, C7 1.511, H12 1.092
5 C 0.852 -0.742 1.465  C4 1.504, C6 1.354, H13 1.076
6 C -0.076 0.239 1.366  C2 1.515, C5 1.354, H14 1.076
7 C -0.608 -1.036 -0.378  C2 1.470, C3 1.793, C4 1.511, H15 1.089
8 H -1.957 1.627 -0.512  C1 1.094
9 H -0.399 2.475 -0.587  C1 1.096
10 H -0.898 1.410 -1.918  C1 1.099
11 H 1.801 -0.037 -1.355  C3 1.092
12 H 1.146 -2.467 -0.050  C4 1.092
13 H 1.585 -0.978 2.216  C5 1.076
14 H -0.549 0.862 2.104  C6 1.076
15 H -1.452 -1.497 -0.890  C7 1.089

The structure (SMILES) is C[C@@]12C=C[C@H]3[C@@H]1[C@H]32. The value obtained for the orbital gap is 0.3243 hartree.

# 3
The following is a DFT calculation (ωB97M-V/def2-TZVPD) of a cluster of 5 separate species, C20H30O15 in total in a non-equilibrium geometry.

Bonds (Å) are listed after each position.
Element x y z (Å)
1 C 1.230 -4.383 -8.842  C2 1.605, H8 1.090, H9 1.090, H10 1.090
2 C 2.641 -3.875 -8.269  C1 1.605, C3 1.484, O7 1.403, H11 1.090
3 C 3.711 -3.564 -9.249  C2 1.484, O4 1.478, H12 1.090, H13 1.090
4 O 3.932 -2.109 -9.103  C3 1.478, C5 1.304
5 C 3.219 -1.715 -8.085  O4 1.304, O6 1.225, O7 1.270
6 O 3.180 -0.583 -7.618  C5 1.225
7 O 2.564 -2.667 -7.560  C2 1.403, C5 1.270
8 H 1.333 -5.374 -9.285  C1 1.090
9 H 0.820 -3.858 -9.705  C1 1.090
10 H 0.411 -4.360 -8.124  C1 1.090
11 H 3.063 -4.517 -7.496  C2 1.090
12 H 3.401 -3.690 -10.286  C3 1.090
13 H 4.582 -4.170 -9.000  C3 1.090
14 C -9.025 -1.858 7.880  C15 1.617, H21 1.090, H22 1.090, H23 1.090
15 C -10.333 -0.994 7.482  C14 1.617, C16 1.565, O20 1.412, H24 1.090
16 C -11.245 -0.623 8.698  C15 1.565, O17 1.379, H25 1.090, H26 1.090
17 O -11.630 0.649 8.328  C16 1.379, C18 1.338
18 C -10.708 1.287 7.597  O17 1.338, O19 1.241, O20 1.316
19 O -10.723 2.462 7.198  C18 1.241
20 O -9.871 0.324 7.275  C15 1.412, C18 1.316
21 H -8.599 -1.684 8.868  C14 1.090
22 H -8.158 -1.825 7.220  C14 1.090
23 H -9.442 -2.864 7.913  C14 1.090
24 H -10.976 -1.359 6.682  C15 1.090
25 H -10.913 -0.583 9.735  C16 1.090
26 H -12.168 -1.181 8.541  C16 1.090
27 C 0.720 0.234 -0.456  C28 1.614, H34 1.090, H35 1.090, H36 1.090
28 C -0.845 -0.151 -0.547  C27 1.614, C29 1.499, O33 1.360, H37 1.090
29 C -1.070 -1.520 -1.113  C28 1.499, O30 1.395, H38 1.090, H39 1.090
30 O -2.037 -2.128 -0.313  C29 1.395, C31 1.342
31 C -2.078 -1.411 0.821  O30 1.342, O32 1.211, O33 1.327
32 O -2.795 -1.671 1.761  C31 1.211
33 O -1.340 -0.314 0.709  C28 1.360, C31 1.327
34 H 0.918 1.132 0.129  C27 1.090
35 H 1.167 0.374 -1.439  C27 1.090
36 H 1.145 -0.665 -0.008  C27 1.090
37 H -1.443 0.643 -0.994  C28 1.090
38 H -0.188 -2.099 -0.839  C29 1.090
39 H -1.172 -1.525 -2.198  C29 1.090
40 C 12.363 -1.205 -2.486  C41 1.573, H47 1.090, H48 1.090, H49 1.090
41 C 10.879 -0.689 -2.404  C40 1.573, C42 1.532, O46 1.407, H50 1.090
42 C 10.190 -0.567 -3.767  C41 1.532, O43 1.425, H51 1.090, H52 1.090
43 O 8.922 -1.190 -3.587  C42 1.425, C44 1.348
44 C 8.867 -1.718 -2.348  O43 1.348, O45 1.248, O46 1.337
45 O 7.843 -2.289 -1.918  C44 1.248
46 O 10.106 -1.724 -1.847  C41 1.407, C44 1.337
47 H 12.456 -2.041 -3.179  C40 1.090
48 H 12.739 -1.593 -1.539  C40 1.090
49 H 12.926 -0.285 -2.638  C40 1.090
50 H 10.727 0.187 -1.774  C41 1.090
51 H 10.611 -1.136 -4.596  C42 1.090
52 H 10.174 0.475 -4.086  C42 1.090
53 C -3.911 5.652 4.304  C54 1.515, H60 1.090, H61 1.090, H62 1.090
54 C -2.607 5.460 3.557  C53 1.515, C55 1.528, O59 1.452, H63 1.090
55 C -1.915 6.742 3.097  C54 1.528, O56 1.449, H64 1.090, H65 1.090
56 O -0.523 6.362 3.226  C55 1.449, C57 1.431
57 C -0.416 5.364 4.245  O56 1.431, O58 1.245, O59 1.294
58 O 0.607 4.984 4.844  C57 1.245
59 O -1.615 4.941 4.482  C54 1.452, C57 1.294
60 H -4.325 4.687 4.596  C53 1.090
61 H -4.573 6.198 3.632  C53 1.090
62 H -3.777 6.098 5.290  C53 1.090
63 H -2.791 4.710 2.789  C54 1.090
64 H -2.025 7.658 3.678  C55 1.090
65 H -2.212 7.129 2.122  C55 1.090

The structure (SMILES) is C[C@H]1COC(=O)O1.C[C@H]1COC(=O)O1.C[C@H]1COC(=O)O1.C[C@H]1COC(=O)O1.C[C@H]1COC(=O)O1. The value obtained for the orbital gap is 0.4046 hartree.

# 4
The following is a DFT calculation (ωB97M-V/def2-TZVPD) of the molecule C20H20Cl2N4OS in a non-equilibrium geometry.

Bonds (Å) are listed after each position.
Element x y z (Å)
1 Cl 3.211 2.830 1.855  C2 1.724
2 C 3.326 1.172 1.397  Cl1 1.724, C3 1.386, C7 1.393
3 C 2.999 0.178 2.307  C2 1.386, C4 1.383, H48 1.078
4 C 3.055 -1.152 1.933  C3 1.383, C5 1.390, H47 1.079
5 C 3.438 -1.505 0.643  C4 1.390, C6 1.391, C10 1.490
6 C 3.779 -0.506 -0.262  C5 1.391, C7 1.383, H9 1.079
7 C 3.728 0.825 0.109  C2 1.393, C6 1.383, Cl8 1.722
8 Cl 4.135 2.044 -1.037  C7 1.722
9 H 4.060 -0.765 -1.272  C6 1.079
10 C 3.347 -2.919 0.182  C5 1.490, H11 1.088, H12 1.088, S13 1.845
11 H 4.181 -3.216 -0.451  C10 1.088
12 H 3.216 -3.618 1.005  C10 1.088
13 S 1.860 -3.046 -0.902  C10 1.845, C14 1.746
14 C 0.736 -2.319 0.219  S13 1.746, N15 1.302, N18 1.373
15 N 0.424 -2.788 1.392  C14 1.302, N16 1.338
16 N -0.407 -1.913 1.971  N15 1.338, C17 1.305
17 C -0.584 -0.908 1.158  N16 1.305, N18 1.367, C30 1.488
18 N 0.132 -1.104 0.009  C14 1.373, C17 1.367, C19 1.406
19 C 0.270 -0.264 -1.110  N18 1.406, C20 1.389, C24 1.388
20 C 0.624 1.067 -0.937  C19 1.389, C21 1.381, H29 1.078
21 C 0.788 1.878 -2.043  C20 1.381, C22 1.385, H28 1.079
22 C 0.613 1.364 -3.317  C21 1.385, C23 1.384, H27 1.079
23 C 0.266 0.034 -3.485  C22 1.384, C24 1.384, H26 1.079
24 C 0.091 -0.785 -2.384  C19 1.388, C23 1.384, H25 1.080
25 H -0.183 -1.822 -2.507  C24 1.080
26 H 0.130 -0.371 -4.476  C23 1.079
27 H 0.748 2.000 -4.179  C22 1.079
28 H 1.064 2.913 -1.909  C21 1.079
29 H 0.780 1.457 0.057  C20 1.078
30 C -1.481 0.252 1.405  C17 1.488, N31 1.451, H45 1.095, H46 1.100
31 N -2.172 0.599 0.176  C30 1.451, C32 1.456, C36 1.453
32 C -3.155 -0.388 -0.249  N31 1.456, C33 1.534, H43 1.091, H44 1.095
33 C -4.474 -0.276 0.526  C32 1.534, O34 1.412, H41 1.091, H42 1.101
34 O -5.006 1.030 0.449  C33 1.412, C35 1.412
35 C -4.088 1.983 0.939  O34 1.412, C36 1.533, H39 1.091, H40 1.102
36 C -2.770 1.923 0.158  N31 1.453, C35 1.533, H37 1.091, H38 1.095
37 H -2.058 2.647 0.556  C36 1.091
38 H -2.968 2.166 -0.891  C36 1.095
39 H -4.567 2.956 0.816  C35 1.091
40 H -3.901 1.808 2.010  C35 1.102
41 H -5.228 -0.937 0.095  C33 1.091
42 H -4.318 -0.555 1.579  C33 1.101
43 H -2.739 -1.389 -0.127  C32 1.091
44 H -3.346 -0.210 -1.312  C32 1.095
45 H -0.884 1.115 1.717  C30 1.095
46 H -2.136 -0.022 2.246  C30 1.100
47 H 2.775 -1.917 2.640  C4 1.079
48 H 2.687 0.451 3.302  C3 1.078

The structure (SMILES) is Clc1ccc(CSc2nnc(CN3CCOCC3)n2-c2ccccc2)cc1Cl. The value obtained for the orbital gap is 0.3268 hartree.

# 5
The following is a DFT calculation (ωB97M-V/def2-TZVPD) of the molecule C5H7NO in a non-equilibrium geometry.

Bonds (Å) are listed after each position.
Element x y z (Å)
1 C 0.577 -0.117 0.209  C2 1.835, C4 1.359, C5 1.851, O6 1.380
2 C -1.245 0.066 0.333  C1 1.835, C3 1.366, N7 1.261
3 C -1.305 0.947 -0.708  C2 1.366, C5 1.449, H10 1.080
4 C 1.087 -1.352 -0.039  C1 1.359, H11 1.084, H12 1.080
5 C 0.059 0.969 -1.197  C1 1.851, C3 1.449, H13 1.081, H14 1.094
6 O 1.139 0.709 1.163  C1 1.380, H8 0.966
7 N -1.853 -0.267 1.387  C2 1.261, H9 1.019
8 H 1.750 0.205 1.715  O6 0.966
9 H -1.546 -1.163 1.763  N7 1.019
10 H -2.143 1.554 -1.021  C3 1.080
11 H 1.950 -1.739 0.491  C4 1.084
12 H 0.647 -1.981 -0.798  C4 1.080
13 H 0.339 0.234 -1.938  C5 1.081
14 H 0.545 1.936 -1.360  C5 1.094

The value obtained for the orbital gap (spin up / spin down) is 0.2630 / 0.2487 hartree.

Repeat the second record exactly.
The following is a DFT calculation (ωB97M-V/def2-TZVPD) of the molecule C7H8 in a non-equilibrium geometry.

Bonds (Å) are listed after each position.
Element x y z (Å)
1 C -0.914 1.538 -0.827  C2 1.507, H8 1.094, H9 1.096, H10 1.099
2 C -0.261 0.371 -0.132  C1 1.507, C3 1.514, C6 1.515, C7 1.470
3 C 0.997 -0.287 -0.658  C2 1.514, C4 1.468, C7 1.793, H11 1.092
4 C 0.733 -1.478 0.158  C3 1.468, C5 1.504, C7 1.511, H12 1.092
5 C 0.852 -0.742 1.465  C4 1.504, C6 1.354, H13 1.076
6 C -0.076 0.239 1.366  C2 1.515, C5 1.354, H14 1.076
7 C -0.608 -1.036 -0.378  C2 1.470, C3 1.793, C4 1.511, H15 1.089
8 H -1.957 1.627 -0.512  C1 1.094
9 H -0.399 2.475 -0.587  C1 1.096
10 H -0.898 1.410 -1.918  C1 1.099
11 H 1.801 -0.037 -1.355  C3 1.092
12 H 1.146 -2.467 -0.050  C4 1.092
13 H 1.585 -0.978 2.216  C5 1.076
14 H -0.549 0.862 2.104  C6 1.076
15 H -1.452 -1.497 -0.890  C7 1.089

The structure (SMILES) is C[C@@]12C=C[C@H]3[C@@H]1[C@H]32. The value obtained for the orbital gap is 0.3243 hartree.